[1]
C2H2O3Yb as an isolated structure at a distorted geometry, computed with the ωB97M-V functional and the def2-TZVPD basis.

```
! RIJCOSX wB97M-V def2-TZVPD def2/J DEFGRID3
* xyz 2 1
H -1.19 0.46 1.48
O -1.97 -0.87 -0.20
O -0.62 -1.35 -0.10
C -1.46 0.42 0.28
C -0.11 -0.22 0.31
Yb 2.36 0.37 -0.03
O -1.84 1.49 -0.37
H -2.40 2.07 0.17
*
```

energy above the lowest of the compared OMol25 structures with the same formula, charge and spin: 29.6 kJ/mol
highest occupied orbital energy: -19.1 eV
HOMO-LUMO gap: 8.60 eV
max |F|: 2.907 eV Å⁻¹
calculated total energy: -1460.913340 a.u.
molar mass: 247.07 g mol⁻¹

[2]
A 2-piece molecular cluster, C2H2O4S overall at a distorted geometry, computed with the ωB97M-V functional and the def2-TZVPD basis.

```
! RIJCOSX wB97M-V def2-TZVPD def2/J DEFGRID3
* xyz 0 1
C 0.06 0.99 0.44
C 1.35 0.33 0.13
O -0.31 2.11 0.16
O -2.51 -1.36 -0.15
O 1.70 -0.55 0.81
O -0.31 -0.99 -0.88
S -1.48 -1.74 -1.04
H -0.55 0.30 1.15
H 2.05 0.90 -0.62
*
```

energy above the lowest of the compared OMol25 structures with the same formula, charge and spin: 92.8 kJ/mol
highest occupied orbital energy: -9.8 eV
HOMO-LUMO gap: 8.28 eV
max |F|: 4.685 eV Å⁻¹
calculated total energy: -776.485907 a.u.
molar mass: 122.10 g mol⁻¹

[3]
A 2-piece molecular cluster, C2H2O7S overall at a distorted geometry, computed with the ωB97M-V functional and the def2-TZVPD basis.

```
! RIJCOSX wB97M-V def2-TZVPD def2/J DEFGRID3
* xyz -2 1
C 1.66 -0.50 -0.01
C 0.31 -1.30 0.28
O 2.34 -0.11 0.95
O -2.83 1.42 0.25
O 1.88 -0.21 -1.17
O -0.95 0.90 -1.20
O -0.48 1.93 1.05
O -0.40 -1.65 -0.89
O 0.03 -2.05 1.21
S -1.53 0.77 0.14
H -0.28 -0.71 -1.26
H 0.25 1.49 0.65
*
```

energy above the lowest of the compared OMol25 structures with the same formula, charge and spin: 127.5 kJ/mol
highest occupied orbital energy: -1.1 eV
HOMO-LUMO gap: 7.55 eV
max |F|: 5.752 eV Å⁻¹
calculated total energy: -1002.301376 a.u.
molar mass: 170.10 g mol⁻¹

[4]
A single C2H2OS molecule at a distorted geometry, computed with the ωB97M-V functional and the def2-TZVPD basis.

```
! RIJCOSX wB97M-V def2-TZVPD def2/J DEFGRID3
* xyz 0 1
C 0.55 -0.32 -0.45
C -0.41 0.24 0.64
H 0.93 0.54 -0.99
H -0.87 -0.82 1.20
O 0.56 -1.45 -0.89
S -0.77 1.81 0.49
*
```

energy above the lowest of the compared OMol25 structures with the same formula, charge and spin: 88.4 kJ/mol
highest occupied orbital energy: -9.6 eV
SMILES: O=CC=S
HOMO-LUMO gap: 8.03 eV
max |F|: 3.834 eV Å⁻¹
calculated total energy: -550.754579 a.u.
molar mass: 74.10 g mol⁻¹

[5]
A single C2H2OS molecule at a distorted geometry, computed with the ωB97M-V functional and the def2-TZVPD basis.

```
! RIJCOSX wB97M-V def2-TZVPD def2/J DEFGRID3
* xyz 0 1
C 0.42 -0.56 -0.06
C -0.63 0.45 0.34
O 0.96 -1.37 0.63
S 1.01 -0.08 -1.70
H -1.55 0.58 -0.37
H -0.21 0.98 1.17
*
```

energy above the lowest of the compared OMol25 structures with the same formula, charge and spin: 184.2 kJ/mol
highest occupied orbital energy (alpha / beta): -10.1 / -9.8 eV
HOMO-LUMO gap (alpha / beta): 8.62 / 7.32 eV
max |F|: 3.414 eV Å⁻¹
calculated total energy: -550.718066 a.u.
molar mass: 74.10 g mol⁻¹

[6]
A single C2H2OS2 molecule at a distorted geometry, computed with the ωB97M-V functional and the def2-TZVPD basis.

```
! RIJCOSX wB97M-V def2-TZVPD def2/J DEFGRID3
* xyz 0 1
C -0.21 -0.04 0.08
C 0.42 1.28 0.13
H 1.91 -0.62 -0.31
H -0.39 2.13 0.66
O 1.64 1.40 -0.15
S 0.84 -1.32 0.04
S -1.84 0.06 -0.07
*
```

energy above the lowest of the compared OMol25 structures with the same formula, charge and spin: 119.6 kJ/mol
highest occupied orbital energy: -9.5 eV
SMILES: O=CC(=S)S
HOMO-LUMO gap: 7.88 eV
max |F|: 4.308 eV Å⁻¹
calculated total energy: -948.959477 a.u.
molar mass: 106.17 g mol⁻¹

[7]
A single C2H2P2S2 molecule at a distorted geometry, computed with the ωB97M-V functional and the def2-TZVPD basis.

```
! RIJCOSX wB97M-V def2-TZVPD def2/J DEFGRID3
* xyz 0 1
C 0.13 0.66 1.36
C -2.12 -0.71 -0.69
P 0.42 0.59 -0.33
P -0.54 -1.34 -0.59
S -3.54 -0.13 -0.52
S -0.97 -0.27 2.21
H 0.68 1.42 1.91
H -0.36 -1.38 -1.99
*
```

energy above the lowest of the compared OMol25 structures with the same formula, charge and spin: 326.7 kJ/mol
highest occupied orbital energy (alpha / beta): -7.6 / -7.6 eV
SMILES: S=C=[PH]=PC=S
HOMO-LUMO gap (alpha / beta): 5.84 / 5.84 eV
max |F|: 2.476 eV Å⁻¹
calculated total energy: -1556.371882 a.u.
molar mass: 152.12 g mol⁻¹

[8]
A single C2H2S molecule at a distorted geometry, computed with the ωB97M-V functional and the def2-TZVPD basis.

```
! RIJCOSX wB97M-V def2-TZVPD def2/J DEFGRID3
* xyz 0 1
C 0.76 -0.22 -0.02
C -0.51 -0.35 0.40
S 0.98 -1.31 1.29
H 1.43 0.18 -0.88
H -1.55 -0.41 0.60
*
```

energy above the lowest of the compared OMol25 structures with the same formula, charge and spin: 176.3 kJ/mol
highest occupied orbital energy: -7.8 eV
SMILES: C1=CS1
HOMO-LUMO gap: 8.47 eV
max |F|: 5.136 eV Å⁻¹
calculated total energy: -475.468572 a.u.
molar mass: 58.11 g mol⁻¹

[9]
A single C2H2S3 molecule at a distorted geometry, computed with the ωB97M-V functional and the def2-TZVPD basis.

```
! RIJCOSX wB97M-V def2-TZVPD def2/J DEFGRID3
* xyz 0 1
C 0.31 0.02 -0.05
C -0.93 -0.76 0.07
H 1.62 1.80 -0.18
H -0.54 -1.82 0.25
S 0.23 1.71 0.01
S 1.73 -0.80 -0.04
S -2.41 -0.17 -0.06
*
```

energy above the lowest of the compared OMol25 structures with the same formula, charge and spin: 51.8 kJ/mol
highest occupied orbital energy: -9.2 eV
SMILES: S=CC(=S)S
HOMO-LUMO gap: 7.15 eV
max |F|: 1.756 eV Å⁻¹
calculated total energy: -1271.914838 a.u.
molar mass: 122.24 g mol⁻¹

[10]
A 14-piece molecular cluster, C2H31O14 overall at a distorted geometry, computed with the ωB97M-V functional and the def2-TZVPD basis.

```
! RIJCOSX wB97M-V def2-TZVPD def2/J DEFGRID3
* xyz -1 1
C -0.63 1.09 -0.71
C -0.36 -0.27 -0.11
O 0.49 -0.97 -0.93
H 0.26 1.58 -1.09
H -1.04 1.89 -0.13
H -1.16 1.02 -1.63
H -1.27 -0.87 0.00
H 0.20 -0.12 0.89
O 1.07 0.13 -3.33
H 1.93 -0.24 -3.12
H 0.66 0.00 -2.50
O -3.59 0.10 -0.05
H -2.64 -0.01 -0.04
H -3.90 0.36 0.84
O 1.17 -3.51 -1.70
H 0.87 -2.60 -1.44
H 0.50 -3.84 -2.26
O -0.69 -3.12 1.75
H -1.12 -3.76 2.30
H -1.32 -3.13 1.02
O 2.64 0.23 -0.18
H 2.93 0.80 -0.88
H 1.72 -0.03 -0.33
O -1.88 3.15 2.69
H -2.46 2.76 2.04
H -0.97 2.81 2.48
O 1.69 3.85 0.00
H 1.67 4.63 0.54
H 0.99 3.34 0.42
O 2.23 -0.76 2.27
H 2.33 -0.43 1.38
H 2.40 -0.11 2.94
O -2.62 -3.08 -0.32
H -2.63 -4.01 -0.51
H -2.19 -2.68 -1.11
O 2.58 2.39 -2.18
H 1.98 2.06 -2.82
H 2.00 2.93 -1.64
O -1.21 -2.07 -2.54
H -0.65 -1.68 -1.85
H -0.68 -1.78 -3.30
O 0.55 2.21 1.91
H 0.36 1.35 1.62
H 1.47 2.18 2.19
O -0.91 -0.51 3.14
H -0.18 -0.05 3.62
H -0.59 -1.23 2.64
*
```

energy above the lowest of the compared OMol25 structures with the same formula, charge and spin: 78.9 kJ/mol
highest occupied orbital energy: -5.9 eV
HOMO-LUMO gap: 8.41 eV
max |F|: 3.195 eV Å⁻¹
calculated total energy: -1148.204456 a.u.
molar mass: 279.26 g mol⁻¹

[11]
A 15-piece molecular cluster, C2H33NO14 overall at a distorted geometry, computed with the ωB97M-V functional and the def2-TZVPD basis.

```
! RIJCOSX wB97M-V def2-TZVPD def2/J DEFGRID3
* xyz 0 1
C -1.50 2.00 -1.91
C -1.40 1.51 -3.14
N -2.43 0.71 -3.68
H -2.21 1.70 -1.14
H -0.53 2.45 -1.59
H -0.72 1.85 -3.91
H -3.22 0.49 -3.10
H -2.64 0.55 -4.64
H 4.30 1.41 -0.32
H 2.69 1.22 -0.48
O 3.48 1.03 0.04
H -3.46 -1.60 -0.72
H -3.34 -2.17 -2.28
O -2.97 -1.68 -1.55
H 2.21 0.19 2.70
H 1.46 -0.81 1.90
O 1.28 -0.15 2.59
H -0.89 -2.53 -3.03
H -1.64 -1.20 -3.67
O -0.91 -1.84 -3.70
H 0.57 -1.19 -2.13
H 1.69 -0.48 -1.51
O 1.10 -1.22 -1.28
H -0.18 3.26 -0.56
H 0.15 2.77 0.87
O 0.54 3.10 0.05
H 3.30 -2.41 1.66
H 3.80 -1.10 0.93
O 3.89 -1.65 1.71
H 1.48 1.92 -2.75
H 1.46 2.14 -1.18
O 1.70 1.54 -1.91
H -1.84 -1.36 1.90
H -2.12 -1.79 3.39
O -1.86 -2.10 2.52
H -0.30 -0.14 0.33
H -0.43 0.13 1.85
O -0.94 0.09 1.02
H 0.86 -2.62 0.54
H 0.71 -3.44 1.81
O 1.40 -3.03 1.25
H -3.81 -2.01 1.63
H -4.29 -0.69 1.72
O -4.24 -1.37 1.02
H -0.46 1.54 4.16
H -0.62 2.70 3.39
O -1.20 2.13 3.94
H 3.70 1.07 1.76
H 4.56 0.24 2.78
O 3.79 0.81 2.71
*
```

energy above the lowest of the compared OMol25 structures with the same formula, charge and spin: 82.2 kJ/mol
highest occupied orbital energy: -8.9 eV
HOMO-LUMO gap: 9.03 eV
max |F|: 3.216 eV Å⁻¹
calculated total energy: -1204.070880 a.u.
molar mass: 295.28 g mol⁻¹

[12]
A 16-piece molecular cluster, C2H33O17 overall at a distorted geometry, computed with the ωB97M-V functional and the def2-TZVPD basis.

```
! RIJCOSX wB97M-V def2-TZVPD def2/J DEFGRID3
* xyz -1 1
C -0.98 -14.09 -17.00
C -2.28 -14.02 -16.23
O -3.31 -14.46 -16.81
O -2.19 -13.62 -15.03
H -0.19 -14.55 -16.41
H -0.58 -13.09 -17.18
H -1.15 -14.66 -17.91
O -5.03 -12.24 -15.15
H -4.55 -13.01 -15.50
H -5.31 -11.75 -15.93
O 2.44 -15.00 -15.73
H 2.08 -15.72 -16.28
H 2.30 -14.19 -16.27
O -5.39 -15.47 -15.23
H -4.71 -15.12 -15.83
H -5.15 -15.13 -14.37
O -3.30 -17.30 -17.65
H -3.20 -16.34 -17.54
H -2.57 -17.56 -18.23
O -2.90 -15.96 -13.63
H -2.72 -15.24 -14.28
H -2.05 -16.38 -13.49
O -0.02 -10.29 -17.26
H -0.64 -10.44 -16.51
H 0.81 -10.07 -16.82
O 1.41 -17.05 -17.30
H 0.51 -17.11 -17.63
H 1.77 -17.94 -17.38
O -0.01 -13.83 -13.01
H -0.58 -13.86 -12.24
H -0.63 -13.92 -13.76
O 1.16 -15.82 -20.22
H 0.49 -16.51 -20.23
H 0.66 -14.98 -20.16
O -2.40 -10.45 -15.54
H -2.83 -11.31 -15.39
H -3.05 -9.92 -16.02
O -2.75 -12.96 -19.57
H -3.16 -13.59 -18.95
H -2.75 -12.12 -19.10
O 2.12 -12.85 -17.52
H 2.83 -12.20 -17.51
H 1.30 -12.33 -17.51
O -5.47 -15.27 -19.01
H -6.37 -14.99 -18.80
H -5.08 -15.51 -18.16
O -3.11 -12.20 -12.59
H -2.63 -12.81 -12.02
H -2.85 -12.45 -13.49
O -0.32 -13.50 -20.75
H -1.09 -13.10 -20.28
H -0.71 -13.93 -21.52
*
```

energy above the lowest of the compared OMol25 structures with the same formula, charge and spin: 43.1 kJ/mol
highest occupied orbital energy: -7.5 eV
HOMO-LUMO gap: 9.70 eV
max |F|: 1.412 eV Å⁻¹
calculated total energy: -1375.217018 a.u.
molar mass: 329.27 g mol⁻¹